{
  "formula": "C62H98FIN11O4P2",
  "method": "the ωB97M-V functional and the def2-TZVPD basis",
  "elements": ["C", "C", "P", "C", "C", "O", "N", "I", "C", "C", "C", "C", "F", "C", "C", "C", "C", "C", "C", "C", "C", "C", "C", "C", "P", "O", "C", "C", "C", "C", "O", "C", "C", "O", "C", "N", "H", "H", "H", "H", "H", "H", "H", "H", "H", "H", "H", "H", "H", "H", "H", "H", "H", "H", "H", "H", "H", "H", "H", "H", "H", "H", "H", "H", "H", "H", "H", "H", "H", "H", "H", "H", "H", "H", "H", "H", "H", "H", "H", "H", "H", "H", "H", "H", "H", "H", "H", "H", "H", "N", "C", "C", "C", "C", "H", "H", "H", "H", "H", "N", "C", "C", "C", "C", "H", "H", "H", "H", "H", "N", "C", "C", "C", "C", "H", "H", "H", "H", "H", "N", "C", "C", "C", "C", "H", "H", "H", "H", "H", "N", "C", "C", "C", "C", "H", "H", "H", "H", "H", "N", "C", "C", "C", "C", "H", "H", "H", "H", "H", "N", "C", "C", "C", "C", "H", "H", "H", "H", "H", "N", "C", "C", "C", "C", "H", "H", "H", "H", "H", "N", "C", "C", "C", "C", "H", "H", "H", "H", "H"],
  "positions_angstrom": [[-5.95594, 0.53585, 0.65294], [-5.10899, -0.68301, 0.21715], [-3.86274, -0.31600, -1.10515], [-4.73981, 0.93718, -2.11002], [-2.30852, 0.30714, -0.17504], [-2.81225, 0.56419, 1.11230], [-1.47004, -0.97058, -0.14119], [-2.41773, -2.81212, -0.87058], [-0.30169, -0.82496, -1.10615], [0.88978, -1.71238, -0.64878], [2.16783, -1.14459, -0.02177], [2.64752, -2.11721, 1.06533], [2.97898, -3.33907, 0.53113], [-0.23028, 0.65805, -1.64467], [1.10166, 1.42987, -1.77474], [1.97332, 1.24916, -3.03715], [2.49618, -0.17844, -3.36335], [3.99623, -0.30094, -3.01603], [2.42377, -0.35926, -4.91860], [2.26532, -1.88073, -5.23138], [3.20916, -2.36171, -6.33872], [2.77074, -3.30424, -7.20219], [2.73048, -3.09334, -8.70006], [2.27941, -4.65601, -6.73402], [-0.81720, 0.36981, -3.40431], [-0.92702, 1.57170, -4.26025], [-1.31002, 1.35758, -0.72927], [-1.88540, 2.53672, -1.58350], [-2.89500, 3.44494, -0.86664], [-3.62874, 4.40582, -1.83269], [-4.19341, 3.78358, -2.96933], [-0.75450, 2.14550, 0.49351], [0.29003, 1.51310, 1.39337], [-0.03969, 0.19234, 1.79294], [0.33516, 2.41076, 2.71347], [-0.55145, 1.81450, 3.73046], [-5.35070, 1.43804, 0.58324], [-6.33808, 0.40930, 1.66267], [-6.79813, 0.61855, -0.02900], [-5.78755, -1.38081, -0.28652], [-4.66818, -1.24011, 1.03896], [-4.99539, 1.85929, -1.60638], [-4.23047, 1.10932, -3.05102], [-5.69161, 0.47178, -2.38583], [-2.21085, 0.20562, 1.78939], [-1.22023, -1.32221, 0.78115], [-0.67073, -1.41433, -1.94527], [1.17588, -2.31998, -1.50494], [0.48041, -2.44537, 0.05274], [2.97014, -1.13819, -0.75680], [2.12480, -0.17894, 0.46615], [1.83500, -2.22485, 1.79301], [3.47241, -1.64616, 1.60458], [0.83769, 2.49022, -1.76233], [1.77447, 1.33722, -0.93016], [1.56226, 1.69486, -3.94021], [2.87252, 1.83733, -2.83764], [1.90798, -0.99723, -2.96398], [4.23823, -1.36715, -2.96718], [4.19294, 0.07979, -2.01266], [4.62180, 0.18367, -3.75728], [1.55611, 0.14100, -5.34707], [3.35613, -0.06348, -5.38857], [1.25293, -2.05404, -5.59609], [2.38457, -2.49998, -4.32839], [4.22554, -1.98208, -6.38282], [3.48765, -3.69677, -9.21536], [1.76564, -3.39991, -9.10439], [2.88338, -2.03890, -8.91481], [1.94255, -5.26521, -7.56989], [3.08568, -5.17223, -6.22008], [1.43805, -4.54788, -6.03738], [-2.12222, -0.16412, -3.21193], [-0.06776, -0.69338, -3.95312], [-1.07342, 3.18609, -1.90804], [-2.38727, 2.20513, -2.48981], [-2.42455, 4.11713, -0.14415], [-3.60448, 2.86429, -0.26969], [-4.38128, 4.91505, -1.23220], [-2.89824, 5.15888, -2.14671], [-3.52646, 3.82008, -3.66867], [-0.32366, 3.06648, 0.10455], [-1.54379, 2.48042, 1.15865], [1.32071, 1.58262, 1.04843], [0.61568, -0.14700, 2.41838], [1.34132, 2.34437, 3.12707], [0.06824, 3.44284, 2.47510], [-1.49468, 2.15550, 3.56193], [-0.28234, 2.19084, 4.63336], [-0.44932, -2.14486, -8.12982], [-1.24877, -1.35840, -7.34635], [-2.54632, -1.54728, -7.74238], [-2.52856, -2.48896, -8.80424], [-1.22111, -2.83966, -9.01819], [0.55121, -2.20251, -8.06125], [-0.82582, -0.73092, -6.57867], [-3.41174, -1.06448, -7.31907], [-3.37791, -2.86459, -9.34902], [-0.77633, -3.52076, -9.72422], [1.76634, 2.12974, 6.68734], [2.94213, 1.57891, 7.11327], [3.96963, 2.28417, 6.54246], [3.39027, 3.30510, 5.74176], [2.03131, 3.18597, 5.85388], [0.85143, 1.80823, 6.94777], [2.94473, 0.73567, 7.78374], [5.02072, 2.09126, 6.68447], [3.91097, 4.04354, 5.15403], [1.23248, 3.76044, 5.41437], [4.14137, -1.87441, 7.49651], [4.24440, -2.62836, 8.63407], [3.36648, -3.67459, 8.52497], [2.71096, -3.54910, 7.27070], [3.21257, -2.43061, 6.65938], [4.66672, -1.04065, 7.30393], [4.92924, -2.35623, 9.41910], [3.21124, -4.44609, 9.26099], [1.95920, -4.20650, 6.86564], [2.99042, -1.98295, 5.70539], [1.38599, -5.63989, -0.72008], [1.64607, -6.57630, -1.68308], [0.45703, -7.15324, -2.04450], [-0.56336, -6.53860, -1.27147], [0.04210, -5.60853, -0.46652], [2.07520, -5.06414, -0.26810], [2.65142, -6.75195, -2.02614], [0.33215, -7.92958, -2.78048], [-1.61902, -6.75524, -1.30316], [-0.36483, -4.93054, 0.26397], [-5.22598, -4.84011, -10.98998], [-6.02418, -4.05281, -10.20497], [-7.32108, -4.24245, -10.60062], [-7.30545, -5.18475, -11.66337], [-5.99981, -5.53591, -11.87854], [-4.22644, -4.89888, -10.92445], [-5.60233, -3.42811, -9.43642], [-8.18564, -3.76051, -10.17550], [-8.15570, -5.56148, -12.20681], [-5.55618, -6.21711, -12.58435], [7.27089, 6.07788, 5.43080], [6.14047, 5.61545, 6.04625], [5.21986, 6.62851, 6.05685], [5.81423, 7.74574, 5.41502], [7.07913, 7.37602, 5.03929], [8.11083, 5.54783, 5.28718], [6.08997, 4.60848, 6.42437], [4.22887, 6.57353, 6.47667], [5.36443, 8.71052, 5.24946], [7.85527, 7.92130, 4.52898], [4.53769, 8.02859, 1.03330], [3.26683, 8.37126, 0.65759], [2.54461, 8.61183, 1.79618], [3.41614, 8.41067, 2.90128], [4.63948, 8.05442, 2.39839], [5.28314, 7.79518, 0.40352], [2.98820, 8.41424, -0.38175], [1.50754, 8.90207, 1.83379], [3.17233, 8.51661, 3.94522], [5.56502, 7.81729, 2.88945], [-5.95302, 2.55160, 3.63509], [-6.27612, 1.66176, 4.62595], [-7.33838, 2.17470, 5.32006], [-7.67340, 3.41948, 4.72363], [-6.80396, 3.62356, 3.68647], [-5.20829, 2.43498, 2.97335], [-5.72356, 0.74553, 4.75071], [-7.82327, 1.70946, 6.16182], [-8.46347, 4.08771, 5.02232], [-6.71671, 4.43503, 2.98397], [0.47307, -4.16058, 10.21521], [0.57159, -4.91471, 11.35211], [-0.30572, -5.96087, 11.24129], [-0.95611, -5.83542, 9.98547], [-0.45229, -4.71683, 9.37569], [1.00050, -3.32740, 10.02430], [1.25415, -4.64272, 12.13928], [-0.46298, -6.73100, 11.97778], [-1.70672, -6.49137, 9.57686], [-0.67192, -4.26992, 8.42086]],
  "atomic_forces_ev_per_a": [[0.49, -0.49, -0.21], [-0.30, 0.43, -0.43], [-0.62, 0.44, -0.43], [-0.21, -0.46, 0.03], [-0.34, -0.80, 0.24], [0.35, -0.33, 0.22], [-0.31, 0.47, -1.20], [-0.36, -1.45, 0.26], [0.90, -0.63, -0.26], [-0.08, 0.53, 0.16], [0.53, -1.26, 0.31], [-0.64, 1.64, 0.25], [0.17, -0.16, 0.06], [-0.19, -1.53, 0.87], [0.20, 0.54, -0.25], [0.53, -0.51, 0.41], [0.74, 1.46, -1.88], [-0.89, -1.03, 0.93], [-0.28, -1.96, 0.66], [0.94, -0.97, 0.45], [-0.87, 0.03, 0.54], [0.03, -0.55, -0.86], [1.88, -0.37, 0.14], [-1.41, 0.82, 0.21], [-1.29, 1.37, -0.07], [0.43, -0.05, -0.26], [0.01, 2.26, -0.66], [-1.40, 0.11, 0.47], [-0.18, 0.19, 0.00], [0.86, -0.21, 0.51], [0.12, 0.14, -0.04], [1.07, -0.84, -0.26], [0.30, 1.49, 2.30], [0.04, -0.61, -0.84], [-0.13, -1.27, -0.08], [-0.08, 0.72, -0.18], [-0.19, 0.16, 0.26], [-0.01, 0.07, 0.04], [-0.08, 0.26, 0.07], [0.17, -0.19, -0.03], [0.18, 0.11, 0.01], [0.19, 0.17, -0.05], [0.18, 0.25, 0.04], [0.04, -0.19, 0.11], [0.18, 0.47, -0.07], [0.38, 0.77, 0.09], [0.10, 0.09, -0.18], [0.03, -0.03, -0.05], [-0.14, 0.01, -0.04], [-0.05, 0.38, -0.12], [-0.31, 0.15, -0.18], [0.04, -0.49, 0.01], [0.40, -0.55, -0.16], [-0.09, -0.01, -0.06], [-0.23, -0.41, 0.27], [-0.49, 0.02, 0.21], [-0.08, 0.18, 0.01], [-0.05, 0.15, 0.51], [0.32, 0.05, -0.23], [0.20, 0.23, -0.07], [0.05, 0.17, 0.09], [0.23, 0.35, -0.11], [-0.15, 0.63, -0.08], [-0.07, -0.17, 0.13], [-0.07, 0.32, 0.21], [-0.44, 1.30, -0.92], [-0.12, 0.08, -0.28], [-0.06, -0.13, 0.16], [0.09, -0.03, -0.24], [-0.06, -0.03, -0.02], [0.05, 0.01, 0.04], [0.05, -0.25, 0.07], [0.43, -0.47, 0.19], [-0.01, -0.06, 0.45], [0.24, -0.27, -0.13], [0.14, -0.25, 0.03], [0.19, -0.10, 0.02], [-0.12, -0.11, -0.17], [-0.33, 0.03, -0.37], [-0.10, 0.08, -0.01], [-0.32, -0.06, 0.04], [0.25, -0.02, 0.06], [-0.43, -0.19, -0.33], [-0.15, -0.28, -0.66], [-0.26, 0.37, 0.11], [0.08, 0.33, -0.06], [0.30, 0.06, -0.08], [-0.04, -0.17, 0.20], [-0.07, -0.08, -0.02], [-0.07, 0.01, 0.10], [0.08, -0.02, 0.06], [-0.03, 0.01, 0.09], [0.04, -0.08, -0.03], [0.03, 0.01, 0.00], [-0.02, 0.06, 0.03], [-0.02, 0.09, -0.05], [0.01, 0.01, -0.02], [0.00, 0.04, -0.02], [-0.02, 0.02, -0.02], [0.01, 0.03, -0.07], [-0.01, -0.10, 0.02], [-0.03, -0.07, 0.00], [0.00, 0.02, -0.14], [-0.09, -0.09, -0.01], [0.05, 0.02, 0.09], [-0.01, 0.02, 0.02], [-0.01, 0.02, 0.02], [-0.01, 0.03, 0.04], [0.04, 0.09, 0.05], [0.02, 0.00, 0.01], [-0.03, 0.06, -0.01], [0.04, 0.00, 0.10], [-0.06, 0.03, -0.05], [-0.02, 0.07, -0.01], [0.01, -0.04, -0.02], [0.00, -0.03, 0.00], [0.02, -0.03, -0.03], [0.02, -0.02, 0.01], [0.00, 0.00, 0.01], [-0.01, 0.02, -0.09], [-0.02, 0.03, 0.03], [0.05, 0.02, -0.07], [-0.07, 0.09, -0.01], [0.11, 0.05, 0.05], [-0.03, -0.03, 0.01], [-0.01, -0.04, 0.01], [0.00, 0.00, 0.01], [0.01, -0.05, 0.02], [0.00, -0.08, 0.07], [-0.03, -0.01, 0.03], [0.05, 0.02, 0.00], [0.00, 0.02, 0.04], [0.00, -0.04, -0.03], [0.04, 0.01, -0.02], [-0.03, -0.02, 0.00], [-0.04, 0.01, 0.01], [0.01, 0.00, 0.00], [0.01, 0.00, 0.00], [-0.02, 0.01, -0.01], [-0.08, 0.05, -0.07], [0.10, -0.11, 0.02], [-0.07, -0.04, -0.02], [0.13, 0.04, 0.11], [0.05, -0.01, 0.05], [-0.01, 0.03, 0.02], [-0.01, 0.03, 0.05], [0.01, -0.01, 0.00], [0.03, 0.01, 0.01], [-0.01, 0.03, 0.04], [-0.08, 0.03, 0.03], [0.01, -0.07, -0.06], [-0.03, -0.02, -0.02], [0.02, -0.02, 0.02], [-0.02, -0.04, -0.22], [0.00, 0.05, 0.02], [-0.01, 0.03, 0.01], [0.02, 0.03, 0.00], [0.01, 0.00, -0.01], [-0.02, -0.03, 0.03], [0.00, 0.00, 0.00], [0.07, -0.03, -0.01], [0.01, -0.05, 0.00], [-0.01, 0.03, -0.03], [0.04, 0.03, -0.02], [-0.04, -0.01, 0.00], [-0.01, 0.01, 0.03], [0.00, 0.00, -0.01], [0.00, -0.01, 0.00], [-0.02, 0.01, 0.02], [-0.04, -0.01, 0.03], [0.01, 0.06, 0.01], [0.04, -0.01, 0.04], [-0.02, 0.00, -0.05], [0.01, 0.06, -0.02], [0.04, -0.06, -0.04], [-0.02, -0.01, 0.01], [0.01, 0.00, -0.01], [0.01, 0.00, 0.01], [-0.01, -0.01, 0.01]],
  "mulliken_charge": [-0.836, -0.632, 0.141, -1.259, -1.289, -0.145, -0.236, 0.338, -1.359, -1.661, 0.008, -1.117, -0.350, 2.981, -0.901, -3.087, 3.168, -2.425, -1.564, 0.288, -0.618, 0.292, -1.541, -1.286, 0.556, -0.914, 1.920, -1.221, -0.398, -1.300, -0.532, -3.174, 0.690, -0.390, -1.348, -0.379, -0.048, 0.329, 0.370, 0.622, 0.407, 0.272, 0.389, 0.620, 0.451, 0.536, 0.596, 0.845, 0.828, -0.182, 0.267, 0.387, 0.415, 0.888, -0.036, 0.781, 0.736, -1.102, 0.311, 0.564, 0.562, 0.402, 0.903, -0.089, 0.263, 0.432, 0.425, 0.450, 0.359, 0.423, 0.325, 0.292, 0.094, -0.013, 0.990, -0.105, 0.387, 0.124, 0.440, 0.455, 0.345, 1.350, 0.867, -0.131, 0.443, 0.719, 0.214, 0.128, 0.248, 0.156, -0.705, -0.581, -0.095, -0.381, 0.105, 0.584, 0.450, 0.063, 0.347, 0.053, -0.773, -0.408, -0.276, -1.126, 0.255, 0.538, 0.438, 0.672, 0.625, 0.065, -0.555, -0.635, -0.501, -0.581, 0.229, 0.404, 0.547, 0.465, 0.566, 0.107, -0.551, -0.537, -0.571, -0.491, 0.217, 0.438, 0.419, 0.433, 0.590, 0.045, -0.218, -0.594, -0.352, -0.545, 0.177, 0.339, 0.381, 0.387, 0.374, -0.006, -0.605, -0.304, -0.550, -0.604, 0.185, 0.422, 0.437, 0.612, 0.450, -0.002, -0.516, -0.850, -0.002, -0.278, 0.184, 0.397, 0.401, 0.442, 0.217, 0.133, -0.449, -0.467, -0.525, -0.389, 0.149, 0.372, 0.411, 0.393, 0.376, -0.010, -0.517, -0.398, -0.441, -0.463, 0.262, 0.375, 0.402, 0.401, 0.390],
  "gap_ev": 4.859,
  "total_energy_ev": -119846.5662,
  "homo_energy_ev": -9.335,
  "charge": 1
}